112
Properties=species:S:1:pos:R:3:forces:R:3:mulliken_charge:R:1 method="wB97M-V/def2-TZVPD" lumo_ha=0.00524 homo_energy_ev=-9.182 gap_ev=9.32 largest_force_ev_per_a=10.06 smiles="CCOC(C)=O.CCOC(C)=O.CCOC(C)=O.CC(C)=O.CC(C)=O.CC(C)=O.CC(C)=O.CC(C)=O.CC(C)=O.CC(C)=O" relative_energy_ev=13.7114 energy_ha=-2274.5728
H 1.18573 -4.24230 4.14230 0.34 1.24 1.80 0.477
C -0.29731 -1.41747 -3.75776 6.04 -2.90 1.49 -0.864
C -2.72787 -4.64012 3.39298 2.07 -1.07 3.55 -1.147
C -0.15806 6.69787 -2.60301 4.87 -5.47 0.53 0.750
H -5.22835 -0.14539 -0.75716 -1.17 0.66 0.00 0.430
H -4.36528 -0.47180 -2.49486 -1.22 0.84 1.50 0.293
C 2.55288 1.75633 -4.09024 0.66 1.77 -2.85 -0.344
H 1.34341 5.34249 3.14702 0.49 0.06 1.00 0.172
C 0.55559 -5.91017 -1.21199 -2.63 5.33 2.25 -1.218
H 1.50915 5.76452 -0.75847 -0.19 0.33 0.63 -0.183
H 1.74207 -6.27287 3.21420 -0.50 -4.68 3.25 0.511
H 0.86226 -1.56820 -0.78889 1.02 0.20 0.90 0.420
H -4.53333 -0.48994 3.12339 -1.69 -0.43 -0.54 0.547
C 3.07810 0.59958 2.66714 -3.68 -3.10 -6.95 -1.456
H -2.36249 -6.18227 -2.61449 0.59 -1.92 0.04 0.192
H 1.46732 4.36178 0.26629 0.50 -0.43 -0.10 -0.063
H -0.28050 -3.30549 0.22530 0.62 -1.94 0.35 0.342
H -1.18935 -7.53922 -3.27008 -0.54 -0.12 -0.69 0.327
H -3.54424 -0.25738 -1.01018 0.14 -0.37 0.39 -0.203
C 0.94473 -4.29057 3.12994 0.04 -3.10 -0.42 0.041
H 2.76911 -1.99949 -4.67245 -1.30 -1.42 -0.56 0.227
H -0.41507 1.04165 6.01692 0.20 -0.99 0.08 0.191
O 0.74792 -0.83774 -5.94441 -0.06 -4.57 5.37 -0.636
H -3.59231 -1.17215 1.67643 -0.74 -1.83 -1.82 -0.258
C -3.65957 -0.60599 2.52909 2.38 1.56 4.70 -0.364
H -2.09496 6.08391 -2.55058 -1.19 -0.14 -0.40 0.421
H 2.44471 2.61487 -4.95015 -0.26 -1.95 2.07 0.298
H -1.29724 5.21453 -1.29291 0.96 -0.88 -0.03 -0.006
H 1.08562 -3.39455 2.56640 -0.04 0.59 -0.23 0.069
C 4.46276 2.07745 -2.28668 -2.99 2.32 1.44 -0.676
H 2.44127 -0.31856 2.53355 -0.03 0.57 -0.11 0.034
C 1.80706 -2.65603 -4.69214 1.87 3.08 -5.81 -0.898
H -1.28607 -2.56333 -1.24380 1.43 -0.59 2.61 -0.510
H 1.26535 -4.99381 -0.88699 -1.39 -2.52 -1.44 0.204
H 2.96063 5.08765 2.59601 1.50 -1.31 0.11 0.243
H 1.41259 8.06132 -3.14822 -0.95 0.04 0.53 0.312
O 1.82662 1.15890 4.45857 -0.69 0.14 1.81 -0.309
C 1.64977 6.10747 1.44876 -5.09 6.87 -5.30 0.674
H 3.74378 1.56064 -1.43107 1.32 1.71 -2.50 0.007
C 1.83593 -5.47781 2.67328 1.89 7.37 -2.49 -1.426
C 0.74938 -1.67226 -4.89540 -2.19 6.05 -4.13 0.691
C -0.62163 2.06807 -1.09349 -2.24 4.92 -3.29 -0.107
O -4.67942 -2.69559 -0.10893 0.26 2.37 -5.01 -0.581
O -0.40454 -4.79960 3.09003 0.18 0.25 -0.59 -0.319
O -0.54651 -0.11656 -0.67450 -0.87 -2.66 0.37 -0.065
H -4.83748 -2.82007 -3.43211 0.21 -0.40 1.99 0.359
H -1.86839 1.54467 3.70211 -0.50 0.27 2.37 0.797
C -0.85899 -2.50800 -0.09908 -3.53 2.78 -3.51 0.120
H 5.41367 1.74235 -2.06364 2.08 -0.94 -0.19 0.453
H 1.70176 -5.61784 1.65770 -0.74 -0.92 -2.11 0.194
H -2.77676 -5.07651 4.56275 -0.64 1.15 -3.40 0.254
H 0.34022 -1.44798 -2.75235 -1.13 0.18 -2.03 -0.179
H 0.19248 -1.04881 0.89930 1.77 0.60 2.60 0.705
H -1.44952 -7.48352 -1.51570 -0.55 0.76 -0.91 0.329
H 1.42218 1.89441 2.71931 -1.92 0.72 -2.14 0.266
H -1.46375 2.22537 2.22499 -0.73 -1.49 0.30 0.242
C 1.94573 5.33556 0.14719 -3.97 0.25 1.67 -0.390
C 1.09982 2.01829 5.18524 -0.74 3.57 -0.17 0.719
C -1.80373 1.24037 2.71549 1.28 0.67 -2.99 -1.145
H 3.44881 0.69593 1.62239 -0.30 0.71 0.66 0.227
C -1.35142 6.15098 -1.79047 -0.43 3.91 0.60 -0.679
H 4.57621 3.25799 -2.14012 -0.72 -2.32 0.12 0.173
C -4.55553 -2.12372 -1.28518 0.35 -2.69 5.53 0.854
C 0.48065 8.11596 -2.52426 -2.30 -1.86 -8.26 -1.166
O -1.23701 -2.83855 3.71074 1.26 5.63 1.38 -0.481
H -1.71486 6.90385 -0.98014 0.60 -1.05 -1.55 0.232
H -0.78119 -0.56435 -3.75588 -1.97 4.58 -0.67 0.603
H -0.02576 -6.19370 -0.26542 -0.02 1.28 -0.94 0.298
O 0.82206 3.21251 4.82908 1.12 -4.43 1.03 -0.593
H 0.71152 8.37751 -1.64014 1.46 1.48 6.82 0.369
H 1.72591 -3.03799 -3.81135 -0.56 -3.14 5.18 0.306
C -1.46509 -6.88134 -2.46606 -0.52 1.31 1.34 -0.948
H 2.64629 6.70618 3.38309 -1.13 -1.49 -1.36 0.339
H -4.39806 -4.07598 -2.10576 0.50 0.58 -0.50 0.279
H 1.09678 0.58321 6.78765 2.01 -2.90 1.48 0.388
O 1.29519 1.12800 -0.24822 -1.18 -1.06 -0.26 -0.443
C 2.28181 1.61905 3.19545 -0.49 0.23 2.19 0.154
C -3.23421 0.79452 2.14723 1.46 3.71 -3.12 0.603
C 0.13230 0.98556 -0.64488 3.71 -0.25 2.04 0.317
H 1.77152 1.90000 -3.28246 1.31 -0.21 -0.89 -0.011
H -1.00500 -2.13795 -3.56717 -1.42 -2.35 -0.13 0.385
O -3.79084 1.61710 1.30055 1.94 -4.36 4.10 -0.635
C -0.41371 -5.81903 -2.42206 2.69 2.07 -1.94 0.708
H -0.17407 8.94121 -2.94747 0.54 -1.07 0.39 0.347
H -1.32100 1.70714 -1.92948 0.76 0.66 1.25 0.294
C -1.38594 -3.93390 3.41052 -1.65 -5.28 -1.35 0.716
H -2.97266 -1.08124 3.44634 -1.05 1.34 -2.87 0.071
C 0.55130 1.34520 6.44963 -3.79 4.49 -2.38 -0.996
H 2.92977 5.30252 -0.00113 4.18 -0.79 -0.45 0.588
H -3.46021 -4.01984 2.99772 -1.68 1.61 0.46 0.351
O 5.05648 1.67723 -4.66258 -6.40 1.91 5.25 -0.618
H 0.07329 2.06192 7.17462 1.54 -0.41 -0.40 0.321
H -1.32245 2.56326 -0.26270 1.83 -0.91 -1.79 0.103
H -2.70543 -5.38785 2.66537 0.30 -1.93 -0.59 0.392
H 2.88131 -5.04165 2.64447 -0.80 -0.79 0.65 0.371
H -0.84687 0.55966 2.68272 -2.28 0.55 -0.22 0.098
C 2.24474 5.82827 2.73386 -0.96 1.50 1.45 -0.775
O 0.74996 7.11727 1.20020 4.67 -5.10 2.32 -0.636
H -3.32322 -2.78710 -2.88555 2.40 0.02 -0.12 -0.018
O 0.60605 5.71497 -3.08093 -3.59 5.00 1.45 -0.539
H 2.87879 2.41981 3.35740 1.51 3.14 0.58 0.409
H 3.77497 0.16869 3.15808 5.21 -1.75 4.18 0.684
C -4.23356 -3.03938 -2.45372 -3.42 0.38 -0.79 -0.776
H 1.71260 -3.34969 -5.57651 0.75 0.46 1.15 0.277
H 0.85794 -6.84829 -1.26489 3.13 -4.15 -0.92 0.712
H -1.84623 -2.39237 0.44091 1.40 -0.04 0.03 -0.190
H 2.44471 0.79956 -4.70592 0.01 1.20 1.05 0.114
H 0.19338 2.79550 -1.65996 -2.48 -1.22 1.84 -0.029
C 4.04450 1.92929 -3.73955 4.90 -3.50 -3.48 0.522
C 0.08592 -1.30361 -0.08166 -2.39 -0.47 -2.82 -0.958
C -4.51214 -0.62410 -1.36629 2.12 -1.36 -2.93 -0.507
O -0.21518 -5.05884 -3.41017 -0.78 -1.92 3.24 -0.572